C7H9NOS | ωB97M-V/def2-TZVPD

```
19
Properties=species:S:1:pos:R:3:mulliken_charge:R:1
C -1.942 1.364 1.242 -0.220
C -1.088 0.929 2.311 -0.512
C -1.642 1.358 -0.085 -0.696
C 0.107 0.325 1.996 -0.481
C -0.304 0.807 -0.459 0.155
C 0.526 0.240 0.632 0.415
C 1.785 -1.646 -2.631 -0.498
N 1.628 -0.323 0.267 -0.550
O -0.054 -2.717 -1.123 -0.497
S 0.759 -2.868 -2.352 0.325
H -2.885 1.830 1.500 0.326
H -1.457 0.943 3.370 0.307
H -2.412 1.602 -0.788 0.372
H 0.777 -0.126 2.674 0.357
H 0.282 1.561 -1.017 0.278
H 2.071 -0.826 -1.939 0.271
H 2.195 -1.700 -3.538 0.374
H 2.196 -0.640 0.960 0.151
H -0.540 -0.112 -1.021 0.122
```

Output
highest occupied orbital energy = -8.329 eV
LUMO energy = 0.1 eV
gap between HOMO and LUMO = 0.30795 Ha
total charge = 0
relative energy (zero: lowest compared OMol25 entry of this formula, charge and spin) = 54.1 kcal/mol

***

C37H43ClFeN7O3SeSi | ωB97M-V/def2-TZVPD

```
94
Properties=species:S:1:pos:R:3:mulliken_charge:R:1
Fe -0.451 2.394 0.070 -0.664
O -0.612 3.173 4.037 -0.858
C -0.460 3.122 2.808 0.374
N -1.203 2.552 1.867 0.278
C -2.260 1.662 2.102 0.921
C -2.756 1.256 3.339 -0.973
C -3.781 0.315 3.393 -0.648
C -4.329 -0.210 2.234 -0.748
C -3.854 0.189 0.988 -0.107
C -2.816 1.108 0.911 -1.031
N -2.211 1.577 -0.264 0.624
C -2.954 2.040 -1.265 -0.063
O -4.092 1.729 -1.618 -0.811
C -2.276 3.229 -1.897 0.328
C -2.724 3.765 -3.093 -0.715
C -2.125 4.912 -3.577 -0.284
C -1.112 5.502 -2.835 -0.762
C -0.724 4.905 -1.650 -0.250
N -1.284 3.789 -1.189 0.397
C 0.771 3.754 2.188 0.493
C 1.632 4.527 2.952 -0.609
C 2.768 5.049 2.358 -0.513
C 3.019 4.769 1.022 -0.700
C 2.119 3.979 0.328 -0.439
N 1.016 3.489 0.892 0.647
H -2.335 1.681 4.237 0.486
H -4.157 -0.004 4.358 0.413
H -5.134 -0.933 2.294 0.423
H -4.281 -0.196 0.072 0.500
H -3.533 3.263 -3.605 0.490
H -2.440 5.345 -4.519 0.402
H -0.621 6.405 -3.171 0.408
H 0.071 5.324 -1.045 0.473
H 1.380 4.685 3.991 0.524
H 3.456 5.660 2.930 0.400
H 3.899 5.146 0.519 0.468
H 2.261 3.698 -0.708 0.133
C 1.984 -2.274 -1.453 -1.810
C 1.251 -3.557 -1.030 2.068
C 1.960 -4.724 -1.733 -2.174
C -0.191 -3.471 -1.542 -1.660
C 1.289 -3.784 0.523 2.012
O 2.615 -3.620 1.022 -0.777
C 0.924 -5.240 0.867 -1.354
C 0.669 -5.567 2.345 -1.363
C -0.724 -5.272 2.854 0.356
C -1.849 -5.757 2.193 0.000
C -3.129 -5.483 2.650 -0.936
C -3.290 -4.713 3.789 0.445
Cl -4.891 -4.364 4.370 -0.241
C -2.192 -4.220 4.473 -0.880
C -0.921 -4.510 4.001 -0.093
C 0.356 -2.850 1.307 -2.219
N 0.612 -1.443 1.112 1.132
C -0.229 -0.499 0.695 -0.112
N 0.389 0.668 0.693 0.839
C 1.640 0.372 1.117 -0.753
N 1.812 -0.896 1.408 -1.043
H 2.032 -2.244 -2.543 0.564
H 3.009 -2.258 -1.080 0.283
H 1.485 -1.355 -1.154 0.124
H 2.067 -4.489 -2.793 0.517
H 1.404 -5.659 -1.659 0.317
H 2.958 -4.876 -1.317 0.413
H -0.185 -3.449 -2.634 0.519
H -0.687 -2.555 -1.216 0.188
H -0.801 -4.323 -1.233 0.273
H 2.781 -2.669 1.124 0.568
H 1.776 -5.837 0.541 0.618
H 0.070 -5.559 0.267 0.522
H 1.406 -5.051 2.963 0.377
H 0.858 -6.635 2.480 0.404
H -1.733 -6.363 1.302 0.375
H -3.997 -5.860 2.128 0.426
H -2.332 -3.609 5.353 0.405
H -0.061 -4.116 4.532 0.397
H 0.490 -3.050 2.368 0.483
H -0.691 -3.025 1.059 0.371
H -1.250 -0.679 0.406 0.443
H 2.423 1.105 1.206 0.491
C 0.964 3.197 -5.260 -0.866
Si 2.066 2.682 -3.812 0.508
C 3.430 1.588 -4.530 -1.129
C 2.943 4.273 -3.254 -1.092
Se 0.932 1.595 -2.250 -0.401
H 1.538 3.662 -6.067 0.348
H 0.207 3.906 -4.919 0.093
H 0.440 2.328 -5.663 0.257
H 3.974 2.100 -5.329 0.300
H 3.006 0.668 -4.936 0.276
H 4.142 1.306 -3.752 0.252
H 3.401 4.771 -4.114 0.410
H 3.740 4.063 -2.536 0.251
H 2.244 4.972 -2.793 0.274
```

Output
highest occupied orbital energy = -4.242 eV
LUMO energy = 2.3 eV
gap between HOMO and LUMO = 0.24153 Ha
total charge = -1
relative energy (zero: lowest compared OMol25 entry of this formula, charge and spin) = 12.2 kcal/mol

***

C9H7NO | ωB97M-V/def2-TZVPD

```
18
Properties=species:S:1:pos:R:3:mulliken_charge:R:1
O 2.120 -1.537 -0.438 -0.483
C 0.795 -1.279 -0.332 0.833
C -0.178 -2.233 -0.508 -0.703
C -1.545 -1.907 -0.375 -0.550
C -1.931 -0.628 -0.078 -0.945
C -0.948 0.377 0.115 1.027
C -1.271 1.718 0.444 -0.565
C -0.272 2.630 0.623 -0.472
C 1.071 2.199 0.477 -0.208
N 1.426 0.978 0.171 -0.554
C 0.429 0.061 -0.004 0.256
H 2.238 -2.469 -0.673 0.313
H 0.111 -3.259 -0.745 0.238
H -2.292 -2.684 -0.510 0.368
H -2.978 -0.365 0.025 0.343
H -2.315 2.004 0.535 0.374
H -0.494 3.666 0.878 0.349
H 1.880 2.917 0.617 0.380
```

Output
highest occupied orbital energy = -8.263 eV
LUMO energy = 0.4 eV
gap between HOMO and LUMO = 0.31965 Ha
structure (SMILES) = Oc1cccc2cccnc12
total charge = 0
relative energy (zero: lowest compared OMol25 entry of this formula, charge and spin) = 0.0 kcal/mol

***

C19H19BI2N6OReSbSe4 | ωB97M-V/def2-TZVPD

```
54
Properties=species:S:1:pos:R:3:lowdin_spin:R:1
Re 0.239 0.032 -0.698 0.636
I -6.120 1.101 3.917 0.000
C -4.288 1.027 2.877 0.001
C -3.931 2.088 2.067 0.000
C -2.726 2.021 1.398 0.001
I -2.094 3.636 0.199 0.000
C -1.859 0.915 1.489 0.003
O -0.727 0.927 0.806 0.017
C -2.230 -0.127 2.377 0.001
C -1.282 -1.260 2.683 0.000
N -0.931 -2.007 1.486 0.003
C 0.351 -2.692 1.503 0.002
C 1.453 -1.671 1.615 0.008
C 2.381 -1.726 2.640 -0.001
C 3.279 -0.691 2.840 0.007
C 3.196 0.416 2.016 -0.001
C 2.283 0.404 0.985 0.008
N 1.446 -0.625 0.740 0.007
C -3.446 -0.057 3.042 0.000
H -4.572 2.950 1.950 0.000
H -0.362 -0.833 3.098 0.000
H -1.718 -1.909 3.455 0.000
H -1.662 -2.678 1.255 0.001
H 0.446 -3.420 2.318 0.000
H 0.435 -3.236 0.557 0.001
H 2.378 -2.586 3.296 0.000
H 4.001 -0.733 3.645 0.000
H 3.829 1.281 2.149 0.000
H 2.229 1.270 0.334 0.000
H -3.724 -0.863 3.710 0.000
B 1.340 2.476 -2.111 0.009
N 2.121 1.205 -2.588 0.001
C 3.078 1.040 -3.509 -0.001
C 3.276 -0.314 -3.707 -0.001
C 2.377 -0.941 -2.849 0.000
N 1.688 -0.013 -2.177 0.003
N -0.118 2.278 -2.580 0.003
C -0.883 2.920 -3.471 0.004
C -2.098 2.269 -3.557 0.003
C -2.002 1.206 -2.664 0.011
N -0.801 1.225 -2.078 0.007
H 1.830 3.453 -2.602 0.001
H 1.340 2.531 -0.897 0.004
H 3.546 1.896 -3.964 0.000
H 3.953 -0.792 -4.392 0.000
H 2.173 -1.987 -2.686 -0.001
H -0.504 3.787 -3.987 0.000
H -2.940 2.508 -4.182 0.000
H -2.715 0.432 -2.426 0.004
Se -0.512 -4.919 -3.786 -0.027
Sb -1.867 -3.659 -2.216 0.025
Se -0.701 -1.626 -1.573 0.205
Se -4.006 -3.135 -3.240 -0.033
Se -2.273 -5.040 -0.258 0.086
```

Output
highest occupied orbital energy (alpha / beta) = -4.063 / -4.058 eV
multiplicity = 2
LUMO energy (alpha / beta) = 0.8 / 0.9 eV
gap between HOMO and LUMO (alpha / beta) = 0.17745 / 0.18333 Ha
total charge = -1
relative energy (zero: lowest compared OMol25 entry of this formula, charge and spin) = 92.3 kcal/mol

***

C16H39BBrClN4O5P | ωB97M-V/def2-TZVPD

```
68
Properties=species:S:1:pos:R:3:mulliken_charge:R:1
C 4.548 -2.340 -0.808 -1.273
C 5.155 -0.983 -1.130 0.364
Cl 5.236 0.009 0.374 -0.233
C 4.482 -0.208 -2.268 -1.285
C 2.983 -0.435 -2.421 0.393
O 2.333 -0.408 -1.180 -0.241
P 0.700 0.182 -1.234 0.019
Br -1.744 0.884 -1.484 -0.653
C 1.087 1.921 -0.598 -1.093
C 2.015 1.886 0.607 0.034
N 1.474 2.671 1.738 -0.811
B -0.034 -1.538 -1.858 1.050
O 0.406 -2.012 -3.099 -0.490
N -0.975 -2.393 -1.183 -0.004
C -2.152 -2.771 -1.971 -0.995
C -1.336 -2.133 0.204 -1.098
O 0.957 0.699 -2.908 -0.510
C 2.249 0.524 -3.388 0.299
C 2.934 1.864 -3.647 -1.849
H 3.739 -2.229 -0.092 0.234
H 5.296 -3.005 -0.379 0.392
H 4.123 -2.789 -1.705 0.283
H 6.199 -1.124 -1.405 0.458
H 4.951 -0.555 -3.196 0.323
H 4.720 0.846 -2.143 0.368
H 2.862 -1.437 -2.855 0.187
H 0.555 -0.167 0.172 -0.218
H 1.461 2.560 -1.395 0.283
H 0.143 2.359 -0.278 0.616
H 2.986 2.321 0.364 0.279
H 2.190 0.847 0.903 0.082
H 2.190 2.750 2.452 0.298
H 0.702 2.161 2.153 0.240
H 0.655 -2.938 -3.011 0.276
H -2.699 -1.894 -2.326 0.251
H -2.825 -3.366 -1.353 0.388
H -1.863 -3.378 -2.828 0.231
H -0.457 -1.856 0.780 0.368
H -2.086 -1.342 0.300 0.175
H -1.755 -3.045 0.640 0.346
H 2.209 0.001 -4.356 0.407
H 3.804 1.741 -4.296 0.413
H 2.219 2.520 -4.143 0.405
H 3.248 2.359 -2.727 0.324
C -7.211 -0.702 -2.262 -1.402
C -5.970 -1.058 -1.463 0.955
O -5.575 -2.212 -1.399 -0.644
N -5.338 -0.046 -0.827 -0.085
C -5.681 1.357 -0.811 -0.905
H -7.594 -1.618 -2.701 0.317
H -7.979 -0.261 -1.624 0.362
H -6.977 0.006 -3.057 0.344
H -4.498 -0.320 -0.337 0.146
H -4.860 1.950 -1.219 0.260
H -5.874 1.700 0.208 0.279
H -6.571 1.536 -1.407 0.370
C -0.271 -0.406 6.011 -1.385
C 0.112 0.742 5.101 0.773
O 0.187 0.611 3.897 -0.525
N 0.374 1.949 5.686 -0.134
C 0.337 2.291 7.088 -0.874
H -0.441 -1.275 5.384 0.279
H 0.525 -0.627 6.724 0.361
H -1.181 -0.181 6.568 0.355
H 0.619 2.668 5.022 0.216
H -0.393 3.080 7.284 0.283
H 1.313 2.637 7.437 0.285
H 0.059 1.421 7.675 0.330
```

Output
highest occupied orbital energy = -4.056 eV
LUMO energy = 2.4 eV
gap between HOMO and LUMO = 0.23556 Ha
total charge = -1

***

C25H16Br2F3N4O3RuS3 | ωB97M-V/def2-TZVPD

```
57
Properties=species:S:1:pos:R:3:lowdin_spin:R:1
Ru 0.096 1.434 -0.494 1.582
F 0.141 -3.306 -3.183 0.026
C -0.912 -3.158 -2.335 0.066
F -1.504 -4.362 -2.242 0.006
F -1.771 -2.309 -2.930 0.032
C -0.523 -2.661 -0.996 0.601
C -0.268 -3.439 1.569 0.024
C -0.230 -2.327 2.292 0.003
C 0.537 -1.069 2.159 0.011
N 0.406 -0.158 1.269 0.105
C 0.362 -1.470 -0.842 0.095
S 0.669 -0.197 -2.126 0.070
H -0.955 -4.246 1.795 0.002
H -0.871 -2.300 3.171 -0.001
H 1.162 -0.786 3.002 0.000
Br -0.477 6.404 0.344 0.013
C 1.123 5.456 0.111 0.040
C 2.359 6.109 0.194 -0.008
C 3.531 5.423 0.015 0.037
Br 5.166 6.352 0.144 0.009
C 3.528 4.029 -0.254 -0.001
C 4.663 3.231 -0.470 0.015
C 4.499 1.891 -0.719 -0.002
C 3.220 1.335 -0.733 0.016
N 2.125 2.048 -0.525 -0.007
C 2.272 3.390 -0.313 0.002
C 1.055 4.093 -0.152 -0.008
O -0.050 3.400 -0.255 0.112
H 2.381 7.170 0.399 -0.001
H 5.647 3.679 -0.451 0.001
H 5.347 1.250 -0.915 0.000
H 3.088 0.289 -0.948 0.004
O -3.824 -2.254 0.389 0.005
C -4.500 -1.116 0.175 0.003
C -5.893 -1.194 0.129 0.000
C -6.652 -0.061 -0.070 0.003
C -6.048 1.187 -0.228 0.000
C -4.677 1.279 -0.203 0.001
C -3.885 0.140 -0.006 0.001
C -2.437 0.282 -0.051 0.008
O -1.899 1.375 -0.484 0.052
N -1.682 -0.732 0.314 0.033
N -0.328 -0.457 0.126 0.005
C 1.486 -2.222 -0.251 0.418
S 3.164 -2.001 -0.046 0.241
C 3.487 -3.777 0.305 0.030
C 2.323 -4.339 1.069 0.132
S 0.715 -3.754 0.097 0.209
H -2.863 -2.078 0.371 0.003
H -6.347 -2.167 0.254 0.000
H -7.730 -0.145 -0.107 0.000
H -6.651 2.071 -0.379 0.000
H -4.183 2.232 -0.334 0.000
H 4.416 -3.794 0.873 0.004
H 3.634 -4.274 -0.654 0.002
H 2.262 -3.972 2.091 0.008
H 2.293 -5.427 1.041 0.000
```

Output
highest occupied orbital energy (alpha / beta) = -10.727 / -10.808 eV
multiplicity = 5
LUMO energy (alpha / beta) = -4.6 / -5.7 eV
gap between HOMO and LUMO (alpha / beta) = 0.22638 / 0.18877 Ha
total charge = +1
relative energy (zero: lowest compared OMol25 entry of this formula, charge and spin) = 202.1 kcal/mol